Molecular formula: CH4OP2
Method: DFT, ωB97M-V with the def2-TZVPD basis set

Each line ends with the natural charge from an NBO analysis.
CARTESIAN COORDINATES (ANGSTROEM)
1 C 0.079 0.443 -0.496  -1.090
2 O 1.337 0.133 1.810  -1.029
3 P 1.380 0.984 0.627  1.317
4 P -1.107 -0.763 -0.183  0.380
5 H -0.548 1.670 0.264  0.180
6 H -0.017 0.586 -1.630  0.283
7 H -0.696 -1.589 -1.155  -0.036
8 H -0.427 -1.463 0.764  -0.007

Calculated values
**LUMO level**: 0.059 eV
**HOMO energy**: -9.29 eV
**Energy above the lowest of the compared OMol25 structures with the same formula, charge and spin**: 197.5 kJ/mol
**Charge**: 0
**DFT total energy**: -21723.9613 eV

---

Molecular formula: C10H10ClFPr
Method: DFT, ωB97M-V with the def2-TZVPD basis set

Each line ends with the Mulliken charge.
CARTESIAN COORDINATES (ANGSTROEM)
1 C -1.538 -2.176 2.141  -0.429
2 C -1.715 -0.785 1.922  -0.604
3 C -0.502 -0.118 2.286  -0.717
4 H -2.633 -0.297 1.592  0.395
5 C 0.429 -1.123 2.697  -0.547
6 C -0.215 -2.390 2.617  -0.471
7 H 0.215 -3.348 2.926  0.386
8 H -2.301 -2.947 2.001  0.360
9 H -0.328 0.961 2.274  0.622
10 H 1.451 -0.944 3.034  0.337
11 Pr 0.412 -0.232 -0.548  1.160
12 Cl -0.833 -2.116 -1.750  -0.523
13 C 0.821 0.781 -2.972  -0.388
14 C 1.715 1.465 -2.085  -0.417
15 C 0.938 2.299 -1.216  -0.493
16 H 2.800 1.392 -2.095  0.322
17 C -0.443 2.108 -1.554  -0.559
18 C -0.509 1.185 -2.644  -0.389
19 H -1.410 0.902 -3.189  0.396
20 H 1.114 0.116 -3.790  0.401
21 H 1.326 2.984 -0.454  0.419
22 H -1.284 2.669 -1.138  0.409
23 F 2.490 -0.387 -0.052  -0.671

Calculated values
**LUMO level (alpha / beta)**: 2.991 / 2.990 eV
**HOMO energy (alpha / beta)**: -3.91 / -3.91 eV
**Charge**: -1
**DFT total energy**: -39845.3889 eV
**2S+1**: 3

---

Molecular formula: C2H7O2
Method: DFT, ωB97M-V with the def2-TZVPD basis set

Each line ends with the natural charge from an NBO analysis.
CARTESIAN COORDINATES (ANGSTROEM)
1 C 0.358 0.406 -0.394  -0.052
2 O 0.002 -0.897 -0.167  -0.943
3 C 1.176 0.573 -1.704  -0.640
4 H 0.939 0.752 0.460  0.097
5 H -0.587 1.013 -0.371  0.092
6 H 1.542 1.561 -2.055  0.163
7 H 0.579 0.251 -2.537  0.187
8 H 2.070 -0.080 -1.652  0.189
9 H -0.959 -0.370 1.084  0.522
10 H -1.280 0.620 2.410  0.433
11 O -1.440 -0.306 2.073  -1.047

Calculated values
**LUMO level**: 4.584 eV
**HOMO energy**: -2.76 eV
**Energy above the lowest of the compared OMol25 structures with the same formula, charge and spin**: 55.8 kJ/mol
**Charge**: -1
**DFT total energy**: -6282.1131 eV

---

- Which formula does entry 1 have?
  CH4OP2

---

- Number 1 is which compound?
  CH4OP2

---

- What is the DFT total energy in the third record?
  -6282.1131 eV